Record 1
{"formula": "C46H57ClN4NaO2Sb", "method": "ωB97M-V with the def2-TZVPD basis set", "elements": ["Na", "C", "C", "C", "C", "C", "C", "C", "C", "C", "C", "C", "C", "C", "C", "C", "C", "N", "C", "C", "C", "N", "C", "C", "C", "N", "C", "C", "C", "C", "C", "C", "C", "C", "C", "C", "C", "C", "N", "C", "C", "H", "H", "H", "H", "H", "H", "H", "H", "H", "H", "H", "H", "H", "H", "H", "H", "H", "H", "H", "H", "H", "H", "H", "H", "H", "H", "H", "H", "H", "H", "H", "H", "H", "H", "H", "H", "H", "H", "H", "H", "H", "H", "H", "H", "Cl", "C", "C", "C", "C", "O", "C", "C", "O", "C", "H", "H", "H", "H", "C", "Sb", "C", "C", "H", "H", "H", "H", "H", "H", "H", "H", "H"], "positions_angstrom": [[0.055, -0.163, -0.040], [-1.754, 4.968, 3.628], [-0.525, 4.074, 3.801], [-0.708, 2.707, 3.220], [-0.956, 1.539, 3.875], [-1.113, 1.319, 5.346], [-2.565, 1.434, 5.814], [-1.065, 0.510, 2.840], [-1.325, -0.846, 3.073], [-1.484, -1.869, 2.129], [-1.820, -3.257, 2.443], [-2.041, -3.811, 3.815], [-3.460, -3.573, 4.333], [-1.902, -3.904, 1.249], [-1.594, -2.908, 0.224], [-1.517, -3.159, -1.152], [-1.183, -2.260, -2.172], [-0.870, -0.963, -1.983], [-0.589, -0.432, -3.188], [-0.226, 0.902, -3.416], [-0.124, 1.939, -2.482], [-0.279, 1.794, -1.155], [-0.187, 3.012, -0.591], [-0.335, 3.276, 0.774], [-0.643, 2.372, 1.799], [-0.863, 1.057, 1.627], [0.067, 4.018, -1.622], [0.111, 3.347, -2.804], [0.272, 3.909, -4.181], [-1.066, 4.157, -4.881], [0.172, 5.492, -1.389], [-1.189, 6.162, -1.192], [-0.711, -1.453, -4.226], [-1.089, -2.597, -3.590], [-1.385, -3.937, -4.185], [-2.883, -4.202, -4.343], [-0.500, -1.238, -5.692], [-1.732, -0.657, -6.390], [-1.352, -1.715, 0.797], [-2.227, -5.341, 0.989], [-3.668, -5.559, 0.522], [-1.594, 5.959, 4.059], [-2.624, 4.519, 4.109], [-1.998, 5.087, 2.573], [-0.288, 3.990, 4.867], [0.340, 4.555, 3.335], [-0.495, 2.038, 5.895], [-0.727, 0.331, 5.610], [-2.950, 2.438, 5.629], [-2.664, 1.219, 6.881], [-3.196, 0.736, 5.263], [-1.422, -1.142, 4.113], [-1.322, -3.364, 4.508], [-1.828, -4.884, 3.814], [-3.694, -2.509, 4.324], [-3.584, -3.945, 5.352], [-4.190, -4.073, 3.694], [-1.717, -4.180, -1.464], [-0.029, 1.169, -4.451], [-0.172, 4.305, 1.079], [0.871, 3.224, -4.789], [0.837, 4.846, -4.135], [-1.652, 3.239, -4.908], [-0.928, 4.509, -5.906], [-1.649, 4.901, -4.339], [0.689, 5.962, -2.233], [0.794, 5.682, -0.508], [-1.819, 6.010, -2.069], [-1.090, 7.236, -1.022], [-1.709, 5.725, -0.341], [-0.948, -4.721, -3.557], [-0.893, -4.024, -5.159], [-3.386, -4.127, -3.379], [-3.077, -5.194, -4.757], [-3.334, -3.459, -5.002], [-0.224, -2.185, -6.168], [0.350, -0.566, -5.843], [-2.578, -1.340, -6.304], [-1.547, -0.472, -7.451], [-2.024, 0.283, -5.923], [-2.050, -5.926, 1.899], [-1.541, -5.741, 0.234], [-4.372, -5.220, 1.284], [-3.869, -6.612, 0.312], [-3.868, -4.984, -0.383], [2.648, -2.691, 6.667], [2.581, -2.250, 4.960], [2.690, -3.242, 3.983], [2.612, -2.919, 2.654], [2.365, -1.578, 2.199], [2.137, -1.326, 0.998], [2.361, -0.576, 3.236], [2.331, 0.871, 2.991], [2.506, 1.463, 1.951], [2.429, -0.938, 4.582], [2.821, -4.274, 4.287], [2.668, -3.697, 1.903], [2.129, 1.453, 3.920], [2.367, -0.160, 5.333], [2.861, -3.408, -3.495], [2.411, -2.344, -1.630], [4.463, -2.507, -0.989], [1.764, -4.187, -0.722], [3.479, -4.285, -3.292], [3.389, -2.754, -4.189], [1.930, -3.723, -3.965], [4.737, -3.551, -0.838], [4.600, -1.955, -0.064], [5.097, -2.082, -1.766], [2.623, -4.841, -0.560], [1.073, -4.663, -1.416], [1.250, -3.998, 0.216]], "de_lowest_kcal_mol": 0.0, "homo_lumo_gap_ev": 4.96, "charge": -2, "homo_ev": -1.09, "lumo_ev": 3.88}

***

Record 2
{"formula": "C46H58Ge2N4O5S3V", "method": "ωB97M-V with the def2-TZVPD basis set", "elements": ["V", "C", "C", "Ge", "C", "C", "C", "C", "Ge", "C", "C", "C", "C", "C", "C", "C", "C", "C", "C", "H", "H", "H", "H", "H", "H", "H", "H", "H", "H", "H", "H", "H", "H", "H", "H", "H", "H", "H", "H", "H", "H", "H", "H", "H", "H", "C", "C", "N", "C", "C", "N", "C", "O", "O", "C", "O", "O", "H", "H", "H", "H", "H", "C", "N", "C", "C", "N", "C", "S", "H", "H", "H", "H", "H", "H", "H", "H", "O", "S", "C", "C", "C", "C", "C", "C", "C", "C", "C", "C", "C", "C", "C", "C", "H", "H", "H", "H", "H", "H", "H", "H", "H", "H", "H", "H", "H", "H", "S", "C", "C", "C", "C", "C", "C", "H", "H", "H", "H", "H"], "positions_angstrom": [[0.883, -0.280, -0.002], [-0.985, 4.679, -0.647], [-1.122, 3.169, -0.455], [0.607, 2.231, -0.451], [1.660, 3.201, 0.898], [2.618, 4.226, 0.291], [1.420, 2.610, -2.195], [1.488, 1.662, -3.138], [0.644, -0.004, -2.526], [-1.162, 0.034, -3.282], [-1.177, -0.067, -4.808], [1.292, -1.845, -2.921], [2.372, -2.192, -3.947], [1.973, 1.956, -4.527], [2.164, 0.931, -5.446], [2.616, 1.175, -6.737], [2.883, 2.470, -7.144], [2.685, 3.514, -6.247], [2.235, 3.261, -4.964], [-1.954, 5.191, -0.672], [-0.473, 4.931, -1.578], [-0.416, 5.130, 0.169], [-1.741, 2.726, -1.244], [-1.597, 2.938, 0.501], [2.232, 2.497, 1.509], [0.940, 3.676, 1.560], [3.338, 3.743, -0.372], [3.189, 4.758, 1.057], [2.093, 4.978, -0.302], [1.764, 3.614, -2.434], [-1.657, 0.951, -2.953], [-1.710, -0.800, -2.845], [-0.710, 0.801, -5.275], [-2.196, -0.141, -5.197], [-0.637, -0.951, -5.161], [0.362, -2.373, -3.159], [1.623, -2.251, -1.960], [1.987, -2.152, -4.970], [2.739, -3.207, -3.785], [3.235, -1.530, -3.891], [1.953, -0.086, -5.148], [2.757, 0.345, -7.418], [3.232, 2.669, -8.149], [2.880, 4.535, -6.554], [2.079, 4.095, -4.295], [-3.907, -0.926, -1.268], [-2.951, -1.938, -0.750], [-1.693, -1.765, -0.387], [-1.264, -2.996, 0.052], [-2.268, -3.917, -0.038], [-3.328, -3.228, -0.552], [-2.450, -5.359, 0.282], [-1.419, -5.997, 0.802], [-3.514, -5.883, 0.062], [0.091, -3.161, 0.612], [0.514, -4.214, 1.076], [0.789, -2.065, 0.585], [-3.437, 0.052, -1.279], [-4.764, -0.880, -0.594], [-4.262, -1.182, -2.268], [-4.222, -3.655, -0.740], [-0.639, -5.385, 0.921], [-5.844, 1.283, 3.339], [-5.534, 2.158, 2.237], [-6.248, 3.409, 2.041], [-5.545, 4.021, 0.815], [-4.353, 3.198, 0.724], [-4.408, 2.087, 1.490], [-3.243, 0.889, 1.510], [-6.808, 0.792, 3.194], [-5.882, 1.849, 4.275], [-5.061, 0.530, 3.405], [-6.162, 4.042, 2.931], [-7.309, 3.228, 1.859], [-5.295, 5.070, 0.969], [-6.159, 3.941, -0.085], [-3.640, 3.278, 0.018], [0.146, 0.420, 1.871], [1.066, 0.158, 3.086], [0.692, -1.511, 3.676], [-0.732, -1.761, 4.080], [-1.062, -1.927, 5.425], [-2.378, -2.132, 5.808], [-3.380, -2.179, 4.845], [-3.058, -2.015, 3.507], [-1.741, -1.805, 3.126], [0.417, 1.100, 4.506], [-0.325, 2.370, 4.202], [-1.713, 2.358, 4.172], [-2.414, 3.528, 3.921], [-1.734, 4.716, 3.700], [-0.346, 4.738, 3.748], [0.352, 3.567, 4.002], [1.384, -1.670, 4.508], [1.022, -2.141, 2.849], [-0.279, -1.907, 6.175], [-2.618, -2.264, 6.854], [-4.407, -2.350, 5.143], [-3.828, -2.043, 2.748], [-1.497, -1.648, 2.087], [1.317, 1.307, 5.089], [-0.229, 0.434, 5.072], [-2.249, 1.431, 4.339], [-3.497, 3.507, 3.900], [-2.283, 5.628, 3.499], [0.191, 5.662, 3.582], [1.436, 3.587, 4.039], [3.074, 0.201, 0.139], [3.966, -0.938, -0.908], [4.762, -0.399, -1.915], [5.530, -1.230, -2.718], [5.498, -2.605, -2.531], [4.696, -3.142, -1.532], [3.934, -2.316, -0.719], [4.771, 0.673, -2.067], [6.145, -0.799, -3.497], [6.094, -3.254, -3.160], [4.661, -4.214, -1.381], [3.308, -2.739, 0.058]], "de_lowest_kcal_mol": 14.0, "multiplicity": 2, "homo_lumo_gap_ev": [7.61, 7.20], "homo_ev": [-7.84, -6.97], "lumo_ev": [-0.24, 0.24]}

***

Record 3
{"formula": "C46H60BrCl3N2O4Pb", "method": "ωB97M-V with the def2-TZVPD basis set", "elements": ["Pb", "C", "N", "C", "C", "C", "N", "C", "C", "C", "C", "C", "C", "C", "O", "C", "C", "C", "C", "C", "C", "C", "C", "C", "C", "C", "C", "C", "C", "C", "O", "C", "C", "C", "C", "C", "C", "C", "C", "H", "H", "H", "H", "H", "H", "H", "H", "H", "H", "H", "H", "H", "H", "H", "H", "H", "H", "H", "H", "H", "H", "H", "H", "H", "H", "H", "H", "H", "H", "H", "H", "H", "H", "H", "H", "H", "H", "H", "H", "H", "H", "H", "H", "H", "H", "H", "H", "H", "H", "H", "H", "H", "H", "Br", "C", "C", "C", "C", "C", "C", "C", "C", "C", "C", "H", "H", "H", "H", "H", "H", "Cl", "C", "Cl", "Cl", "C", "O", "O"], "positions_angstrom": [[0.551, -1.187, -1.359], [3.769, -2.884, -1.543], [3.222, -1.725, -0.841], [3.847, -0.506, -1.351], [3.416, -1.875, 0.602], [2.669, -0.832, 1.408], [1.218, -0.889, 1.214], [0.652, -2.073, 1.904], [-0.845, -2.155, 1.887], [-1.571, -1.952, 3.065], [-2.942, -2.106, 3.099], [-3.547, -2.505, 1.903], [-2.869, -2.725, 0.709], [-1.470, -2.533, 0.698], [-0.735, -2.741, -0.409], [-3.614, -3.196, -0.552], [-3.454, -2.186, -1.699], [-3.076, -4.568, -0.996], [-5.114, -3.353, -0.298], [-3.796, -1.887, 4.357], [-4.592, -3.164, 4.679], [-4.780, -0.731, 4.119], [-2.944, -1.545, 5.579], [0.506, 0.331, 1.690], [1.135, 1.652, 1.327], [1.561, 2.481, 2.312], [2.106, 3.762, 2.041], [2.143, 4.204, 0.709], [1.729, 3.440, -0.361], [1.293, 2.071, -0.068], [1.105, 1.254, -0.985], [1.719, 4.096, -1.753], [0.723, 5.272, -1.694], [3.129, 4.624, -2.078], [1.280, 3.197, -2.915], [2.643, 4.593, 3.192], [1.568, 4.724, 4.287], [3.069, 5.996, 2.753], [3.869, 3.859, 3.765], [4.856, -2.973, -1.380], [3.585, -2.792, -2.614], [3.290, -3.796, -1.192], [4.927, -0.487, -1.138], [3.389, 0.384, -0.916], [3.707, -0.454, -2.431], [4.485, -1.798, 0.863], [3.091, -2.879, 0.882], [3.029, 0.151, 1.121], [2.923, -0.967, 2.469], [0.997, -2.056, 2.947], [1.057, -2.969, 1.427], [-1.029, -1.657, 3.962], [-4.625, -2.625, 1.906], [-2.407, -2.039, -1.954], [-3.878, -1.216, -1.420], [-3.982, -2.549, -2.589], [-2.019, -4.512, -1.258], [-3.637, -4.922, -1.870], [-3.197, -5.303, -0.192], [-5.579, -2.404, -0.010], [-5.319, -4.096, 0.478], [-5.593, -3.692, -1.221], [-5.308, -3.403, 3.888], [-5.154, -3.038, 5.613], [-3.917, -4.017, 4.794], [-5.427, -0.930, 3.259], [-4.238, 0.200, 3.922], [-5.419, -0.578, 4.997], [-2.232, -2.344, 5.807], [-3.593, -1.412, 6.450], [-2.387, -0.613, 5.434], [0.407, 0.303, 2.782], [-0.500, 0.285, 1.282], [1.468, 2.141, 3.338], [2.495, 5.207, 0.509], [1.005, 6.014, -0.940], [-0.284, 4.911, -1.465], [0.693, 5.769, -2.667], [3.478, 5.371, -1.361], [3.118, 5.091, -3.065], [3.854, 3.804, -2.098], [0.281, 2.789, -2.763], [1.972, 2.369, -3.080], [1.263, 3.811, -3.820], [0.648, 5.157, 3.882], [1.933, 5.378, 5.082], [1.319, 3.760, 4.737], [2.232, 6.556, 2.324], [3.880, 5.965, 2.020], [3.430, 6.549, 3.623], [3.609, 2.855, 4.112], [4.272, 4.419, 4.615], [4.655, 3.767, 3.009], [0.984, -4.136, -2.511], [0.869, -3.643, -4.339], [1.075, -4.630, -5.255], [0.957, -4.348, -6.633], [0.624, -3.093, -7.040], [0.400, -2.055, -6.102], [0.028, -0.759, -6.547], [-0.205, 0.251, -5.666], [-0.054, 0.027, -4.274], [0.307, -1.206, -3.834], [0.535, -2.309, -4.703], [1.318, -5.630, -4.919], [1.123, -5.138, -7.355], [0.516, -2.864, -8.095], [-0.078, -0.594, -7.614], [-0.508, 1.233, -6.013], [-0.270, 0.832, -3.577], [-1.852, 3.268, 0.414], [-2.784, 1.878, -0.232], [-4.184, 2.463, -1.144], [-3.333, 0.883, 1.121], [-1.795, 1.117, -1.203], [-1.498, 1.716, -2.232], [-1.375, 0.012, -0.739]], "homo_lumo_gap_ev": [4.92, 6.06], "homo_ev": [-7.03, -7.21], "lumo_ev": [-2.11, -1.15]}

***

Record 4
{"formula": "C46H60CaN6O2S", "method": "ωB97M-V with the def2-TZVPD basis set", "elements": ["Ca", "C", "C", "C", "C", "C", "C", "C", "C", "C", "C", "C", "C", "C", "C", "C", "C", "N", "C", "C", "C", "N", "C", "C", "C", "N", "C", "C", "C", "C", "C", "C", "C", "C", "C", "C", "C", "C", "N", "C", "C", "H", "H", "H", "H", "H", "H", "H", "H", "H", "H", "H", "H", "H", "H", "H", "H", "H", "H", "H", "H", "H", "H", "H", "H", "H", "H", "H", "H", "H", "H", "H", "H", "H", "H", "H", "H", "H", "H", "H", "H", "H", "H", "H", "H", "C", "C", "O", "N", "C", "C", "C", "C", "C", "C", "N", "H", "H", "H", "H", "H", "H", "H", "H", "H", "H", "C", "S", "C", "O", "H", "H", "H", "H", "H", "H"], "positions_angstrom": [[0.279, 0.022, 0.179], [-3.613, -0.218, 5.530], [-2.493, 0.788, 5.254], [-2.214, 0.935, 3.791], [-2.675, 1.892, 2.942], [-3.505, 3.093, 3.268], [-2.660, 4.366, 3.365], [-2.181, 1.542, 1.613], [-2.474, 2.227, 0.431], [-2.123, 1.901, -0.887], [-2.550, 2.605, -2.091], [-3.483, 3.774, -2.122], [-4.947, 3.356, -1.959], [-2.006, 1.934, -3.148], [-1.248, 0.823, -2.587], [-0.541, -0.147, -3.308], [0.127, -1.276, -2.828], [0.282, -1.600, -1.521], [0.932, -2.782, -1.458], [1.236, -3.468, -0.274], [0.884, -3.136, 1.036], [0.265, -1.988, 1.408], [-0.051, -2.087, 2.720], [-0.789, -1.146, 3.447], [-1.428, 0.006, 2.982], [-1.436, 0.415, 1.695], [0.453, -3.352, 3.246], [1.026, -4.007, 2.198], [1.672, -5.357, 2.197], [3.200, -5.275, 2.230], [0.250, -3.853, 4.642], [-1.144, -4.454, 4.842], [1.240, -3.245, -2.806], [0.746, -2.303, -3.659], [0.744, -2.321, -5.155], [-0.585, -2.815, -5.733], [1.902, -4.544, -3.144], [0.930, -5.726, -3.093], [-1.346, 0.852, -1.238], [-2.193, 2.194, -4.609], [-3.261, 1.290, -5.231], [-3.789, -0.333, 6.601], [-3.364, -1.197, 5.117], [-4.543, 0.106, 5.062], [-1.582, 0.475, 5.774], [-2.761, 1.759, 5.678], [-4.035, 2.932, 4.210], [-4.278, 3.224, 2.506], [-1.917, 4.275, 4.159], [-3.281, 5.238, 3.576], [-2.122, 4.544, 2.432], [-3.095, 3.110, 0.541], [-3.364, 4.315, -3.065], [-3.217, 4.481, -1.331], [-5.249, 2.690, -2.768], [-5.609, 4.223, -1.965], [-5.094, 2.818, -1.022], [-0.551, -0.030, -4.386], [1.743, -4.419, -0.399], [-0.915, -1.362, 4.503], [1.357, -5.914, 1.310], [1.319, -5.934, 3.055], [3.576, -4.704, 1.379], [3.653, -6.267, 2.200], [3.539, -4.775, 3.140], [0.401, -3.038, 5.355], [1.009, -4.603, 4.878], [-1.916, -3.718, 4.615], [-1.284, -4.796, 5.868], [-1.294, -5.303, 4.173], [1.555, -2.958, -5.515], [0.956, -1.317, -5.534], [-0.790, -3.836, -5.409], [-0.574, -2.797, -6.824], [-1.412, -2.192, -5.388], [2.731, -4.727, -2.454], [2.346, -4.480, -4.141], [0.474, -5.810, -2.106], [1.437, -6.666, -3.319], [0.123, -5.591, -3.815], [-1.245, 2.045, -5.133], [-2.465, 3.241, -4.765], [-3.005, 0.239, -5.091], [-3.366, 1.479, -6.301], [-4.229, 1.456, -4.757], [2.442, 3.939, 1.873], [1.752, 3.181, 0.773], [1.026, 2.222, 1.015], [1.979, 3.613, -0.484], [1.452, 2.938, -1.660], [2.343, 1.811, -2.128], [3.087, 1.917, -3.295], [3.898, 0.859, -3.675], [3.944, -0.268, -2.872], [3.166, -0.288, -1.725], [2.384, 0.721, -1.359], [1.767, 4.009, 2.723], [2.759, 4.936, 1.571], [3.315, 3.350, 2.164], [2.653, 4.347, -0.613], [1.336, 3.675, -2.454], [0.459, 2.556, -1.420], [3.019, 2.813, -3.899], [4.481, 0.914, -4.585], [4.554, -1.124, -3.127], [3.147, -1.166, -1.088], [3.814, -1.447, 2.466], [3.044, 0.111, 2.009], [2.371, 0.503, 3.627], [4.125, 1.099, 1.746], [4.503, -1.306, 3.298], [4.358, -1.803, 1.591], [3.020, -2.155, 2.714], [1.746, -0.318, 3.972], [1.758, 1.395, 3.504], [3.203, 0.693, 4.305]], "de_lowest_kcal_mol": 0.0, "homo_lumo_gap_ev": 5.79, "homo_ev": -6.13, "lumo_ev": -0.33}